1.
{
  "formula": "C14H38N2O7PS",
  "method": "wB97M-V/def2-TZVPD",
  "symbols": ["C", "C", "O", "S", "P", "O", "O", "H", "H", "H", "H", "H", "H", "H", "H", "C", "O", "C", "C", "N", "C", "C", "O", "C", "H", "H", "H", "H", "H", "H", "H", "H", "H", "H", "H", "H", "H", "H", "H", "C", "O", "C", "C", "N", "C", "C", "O", "C", "H", "H", "H", "H", "H", "H", "H", "H", "H", "H", "H", "H", "H", "H", "H"],
  "xyz": [[7.9630, 4.3182, 1.0544], [7.1001, 3.6284, 0.0345], [6.5852, 2.3451, 0.4965], [5.4355, 2.3712, 1.5954], [3.5321, 3.0083, 0.5256], [3.8531, 4.3849, -0.1888], [2.7432, 3.5736, 1.8011], [7.3900, 4.8798, 1.7758], [8.6192, 3.6064, 1.5273], [8.5544, 5.0389, 0.5160], [7.7000, 3.3787, -0.8211], [6.3094, 4.2757, -0.3100], [5.8083, 3.3694, 2.4285], [3.7462, 5.1624, 0.3962], [2.7942, 2.9857, 2.5785], [2.5910, -4.0434, -2.7466], [1.9257, -2.9142, -3.2826], [0.5143, -2.9294, -3.1023], [0.0875, -1.8157, -2.1753], [0.5374, -2.0691, -0.8132], [0.3679, -0.9499, 0.1053], [1.1747, 0.3112, -0.1706], [2.5826, 0.1531, -0.0241], [3.2619, -0.3100, -1.1827], [3.6355, -3.9767, -3.0442], [2.5385, -4.0686, -1.6521], [2.1749, -4.9728, -3.1433], [0.1763, -3.8990, -2.7297], [0.0561, -2.7650, -4.0808], [-1.0022, -1.7423, -2.1816], [0.4930, -0.8777, -2.5827], [1.5160, -2.3229, -0.8397], [0.6425, -1.3109, 1.0996], [-0.6915, -0.6804, 0.1506], [0.8780, 1.0520, 0.5809], [0.9450, 0.7521, -1.1472], [2.7727, 0.0230, -2.0997], [3.3490, -1.3970, -1.1907], [4.2755, 0.1000, -1.1595], [-3.2348, 0.3107, -0.9497], [-3.0797, -0.0874, 0.4001], [-3.5692, 0.8695, 1.3359], [-4.7832, 0.3422, 2.0637], [-5.9276, 0.2494, 1.1700], [-7.0839, -0.4411, 1.7357], [-6.9385, -1.9206, 2.0668], [-6.7677, -2.7503, 0.9355], [-5.4358, -2.9197, 0.4924], [-2.7285, -0.4275, -1.5681], [-4.2870, 0.3461, -1.2467], [-2.7802, 1.2906, -1.1295], [-3.7899, 1.8198, 0.8433], [-2.7740, 1.0440, 2.0677], [-5.0282, 1.0232, 2.8834], [-4.5119, -0.6293, 2.5007], [-5.6458, -0.2338, 0.3276], [-7.8988, -0.3442, 1.0158], [-7.3959, 0.0901, 2.6399], [-7.8748, -2.2400, 2.5297], [-6.1476, -2.1106, 2.8026], [-4.7231, -2.8692, 1.3198], [-5.1642, -2.1797, -0.2671], [-5.3660, -3.9053, 0.0330]],
  "forces_ev_per_angstrom": [[-0.4, -0.2, -0.2], [0.5, 0.4, -0.2], [-0.2, 0.1, 0.0], [0.6, -0.5, 0.8], [-0.9, -0.4, -1.6], [0.1, 0.7, 0.5], [0.4, -0.3, 1.0], [-0.1, 0.1, 0.5], [0.3, -0.1, 0.3], [0.4, 0.3, -0.1], [0.1, -0.4, -0.4], [-0.5, 0.0, -0.1], [0.1, 0.2, 0.0], [0.1, -0.1, -0.4], [-0.5, 0.3, -0.2], [0.0, 0.1, -0.1], [0.1, -0.1, 0.2], [-0.1, 0.1, -0.3], [0.1, 0.0, 0.2], [0.0, 0.2, -0.1], [0.0, -0.3, 0.0], [-0.1, 0.2, 0.2], [0.0, -0.1, 0.0], [0.2, 0.1, 0.2], [0.0, 0.0, 0.0], [0.0, -0.1, 0.0], [0.0, 0.0, 0.0], [0.0, 0.0, 0.1], [0.0, 0.0, 0.0], [0.0, 0.0, 0.0], [-0.1, 0.0, -0.1], [0.0, -0.1, 0.0], [0.0, 0.1, 0.0], [0.0, 0.0, 0.0], [0.0, 0.0, 0.0], [0.1, -0.1, -0.1], [0.0, 0.0, 0.0], [0.0, 0.0, -0.1], [0.0, 0.0, 0.0], [0.0, -0.1, 0.1], [0.0, 0.2, -0.2], [0.2, -0.1, 0.3], [-0.1, -0.1, -0.2], [0.1, -0.1, 0.1], [0.0, 0.1, -0.2], [-0.2, 0.0, 0.2], [0.1, 0.0, 0.0], [-0.1, -0.1, -0.1], [0.0, 0.0, 0.0], [0.0, 0.1, 0.0], [0.0, 0.0, 0.0], [-0.1, 0.0, -0.1], [0.0, 0.0, 0.0], [0.0, 0.0, 0.0], [0.1, 0.1, 0.1], [0.0, 0.0, 0.0], [0.0, 0.0, 0.0], [0.0, 0.0, 0.0], [0.0, 0.0, 0.0], [0.1, 0.0, -0.1], [0.0, 0.0, 0.0], [0.1, 0.0, 0.1], [0.0, 0.0, 0.0]],
  "mulliken_charge": [-1.11, -0.18, -0.25, 0.14, 0.68, -0.47, -0.49, 0.36, 0.31, 0.39, 0.31, 0.27, 0.24, 0.36, 0.35, -0.72, -0.36, -0.92, 0.06, -0.29, -0.68, -0.41, -0.34, -0.67, 0.24, 0.31, 0.36, 0.43, 0.38, 0.11, 0.22, 0.14, 0.43, 0.15, 0.41, 0.38, 0.34, 0.24, 0.23, -0.70, -0.19, -0.84, -0.29, -0.31, -0.69, -0.48, -0.43, -0.54, 0.01, 0.43, 0.40, 0.42, 0.36, 0.39, 0.21, 0.08, 0.38, 0.40, 0.35, 0.34, 0.27, 0.15, 0.34],
  "total_energy_ev": -52561.014,
  "total_charge": 1,
  "multiplicity": 1,
  "largest_force_ev_per_a": 1.926
}

2.
{
  "formula": "C8H24AgN4O3P2",
  "method": "wB97M-V/def2-TZVPD",
  "symbols": ["Ag", "C", "N", "C", "P", "O", "O", "P", "O", "N", "C", "C", "N", "C", "C", "N", "C", "C", "H", "H", "H", "H", "H", "H", "H", "H", "H", "H", "H", "H", "H", "H", "H", "H", "H", "H", "H", "H", "H", "H", "H", "H"],
  "xyz": [[-0.2303, -1.0316, 0.2901], [1.6027, 2.4225, 3.3579], [0.3089, 2.8445, 2.8311], [-0.0220, 4.2463, 3.0549], [-0.5760, 1.9340, 1.8164], [-0.0999, 0.5231, 1.8836], [-0.4188, 2.5678, 0.3407], [-0.1989, 2.0386, -1.1714], [-0.3798, 0.5629, -1.2751], [-1.2667, 2.8025, -2.1254], [-1.2950, 4.2576, -2.2323], [-2.4028, 2.1161, -2.7352], [1.2680, 2.6803, -1.5001], [2.3331, 2.7223, -0.5007], [1.7582, 2.5426, -2.8752], [-2.1504, 2.2040, 2.1229], [-3.1417, 2.7883, 1.2302], [-2.6312, 1.9313, 3.4768], [2.4095, 3.0236, 2.9297], [1.7719, 1.3750, 3.1299], [1.6185, 2.5518, 4.4414], [0.6977, 4.9019, 2.5577], [-0.0099, 4.4670, 4.1233], [-1.0150, 4.4688, 2.6677], [-0.4042, 4.6878, -1.7810], [-2.1771, 4.6669, -1.7328], [-1.3292, 4.5493, -3.2834], [-2.2708, 1.0413, -2.6610], [-2.4683, 2.3928, -3.7885], [-3.3394, 2.3999, -2.2475], [1.9280, 2.9808, 0.4749], [3.0464, 3.4942, -0.7886], [2.8656, 1.7697, -0.4266], [0.9239, 2.5394, -3.5737], [2.3287, 1.6198, -3.0069], [2.4018, 3.3908, -3.1079], [-2.7542, 2.8758, 0.2201], [-3.4386, 3.7816, 1.5788], [-4.0294, 2.1538, 1.2078], [-1.8604, 1.4277, 4.0576], [-3.5086, 1.2850, 3.4340], [-2.9034, 2.8589, 3.9869]],
  "forces_ev_per_angstrom": [[0.0, 0.0, 0.0], [0.0, 0.0, 0.0], [-0.1, 0.0, 0.1], [0.0, 0.0, 0.0], [0.1, 0.0, 0.0], [0.0, 0.0, 0.0], [0.0, -0.1, 0.0], [0.0, 0.0, 0.0], [0.0, 0.0, 0.0], [0.0, 0.0, 0.0], [0.0, 0.0, 0.0], [0.0, 0.0, 0.0], [0.0, 0.0, 0.0], [0.0, 0.0, 0.0], [0.0, 0.0, 0.0], [0.0, 0.0, 0.0], [0.0, 0.0, 0.0], [0.0, 0.0, 0.0], [0.0, 0.0, 0.0], [0.0, 0.0, 0.0], [0.0, 0.0, 0.0], [0.0, 0.0, 0.0], [0.0, 0.0, 0.0], [0.0, 0.0, 0.0], [0.0, 0.0, 0.0], [0.0, 0.0, 0.0], [0.0, 0.0, 0.0], [0.0, 0.0, 0.0], [0.0, 0.0, 0.0], [0.0, 0.0, 0.0], [0.0, 0.0, 0.0], [0.0, 0.0, 0.0], [0.0, 0.0, 0.0], [0.0, 0.0, 0.0], [0.0, 0.0, 0.0], [0.0, 0.0, 0.0], [0.0, 0.0, 0.0], [0.0, 0.0, 0.0], [0.0, 0.0, 0.0], [0.0, 0.0, 0.0], [0.0, 0.0, 0.0], [0.0, 0.0, 0.0]],
  "mulliken_charge": [0.57, -0.99, 0.46, -0.98, 0.55, -1.12, 0.26, 0.68, -1.15, 0.31, -1.01, -0.99, 0.37, -0.82, -0.97, 0.32, -0.58, -1.02, 0.34, 0.27, 0.32, 0.31, 0.33, 0.26, 0.30, 0.31, 0.35, 0.29, 0.32, 0.30, 0.06, 0.41, 0.30, 0.34, 0.33, 0.33, -0.07, 0.31, 0.34, 0.33, 0.37, 0.36],
  "total_energy_ev": -43364.272,
  "total_charge": 1,
  "multiplicity": 1,
  "largest_force_ev_per_a": 0.117
}

3.
{
  "formula": "C13H16NO",
  "method": "wB97M-V/def2-TZVPD",
  "symbols": ["C", "C", "C", "C", "C", "C", "C", "C", "C", "C", "C", "C", "C", "N", "O", "H", "H", "H", "H", "H", "H", "H", "H", "H", "H", "H", "H", "H", "H", "H", "H"],
  "xyz": [[-0.9389, -3.6865, -1.9704], [-0.8219, -2.5235, -2.6839], [-0.5331, -3.7830, -0.6830], [-0.3433, -1.4039, -2.0661], [-0.0436, -2.6719, -0.0110], [1.8585, -0.6949, 0.5750], [0.0906, -1.4607, -0.7734], [0.1416, 0.8661, 0.0441], [2.0701, 1.4410, 1.3826], [2.8371, 2.6649, 1.7239], [-1.3248, 2.7926, -0.3499], [-1.7664, 1.1521, 1.5133], [-1.2487, 1.3026, 0.0278], [0.6482, -0.3492, -0.0629], [2.5262, 0.2541, 1.2264], [-1.2330, -4.6035, -2.2981], [-1.1584, -2.3774, -3.6772], [-0.7516, -4.7850, -0.1882], [-0.1387, -0.4376, -2.4150], [0.2492, -2.7841, 0.9870], [2.2568, -1.6178, 0.8814], [3.1534, 2.5625, 2.6656], [3.6798, 2.9753, 1.0240], [2.2585, 3.6463, 1.5553], [-0.4816, 2.9094, -1.1445], [-1.0145, 3.4914, 0.5006], [-2.3973, 2.9577, -0.7536], [-1.6049, 0.1351, 1.9874], [-2.7704, 1.1925, 1.4279], [-1.2995, 1.9736, 2.2624], [-1.8995, 0.8617, -0.7077]],
  "forces_ev_per_angstrom": [[0.7, 1.0, -0.1], [-0.5, 0.4, -0.4], [-0.3, -0.7, 2.4], [1.1, 0.7, 1.5], [-0.2, 0.6, -2.3], [-0.1, 1.7, -0.2], [-1.0, -3.2, 2.6], [3.8, -0.6, 1.4], [-3.1, -0.3, -1.2], [-1.0, 2.4, -5.7], [0.8, 0.8, -1.1], [3.9, -0.4, 1.6], [0.3, 1.6, 1.8], [1.3, 0.6, 1.2], [-0.7, 1.1, -0.5], [-1.3, -2.0, -2.0], [-0.2, -0.4, -0.9], [0.7, 1.6, -0.3], [-0.3, 1.1, -1.8], [0.4, 0.2, 1.4], [-0.3, -1.4, -0.6], [1.3, -0.2, 3.8], [-0.4, -1.3, 0.8], [0.0, -1.9, 0.9], [-2.0, 0.3, 0.9], [-0.8, -1.0, -1.1], [2.0, 0.4, 0.6], [0.3, 1.0, -0.7], [-3.5, 0.8, 0.1], [-1.2, -1.9, -2.0], [0.0, -1.2, 0.0]],
  "mulliken_charge": [-0.32, -0.97, -0.68, -0.11, -0.38, -0.33, 0.07, -0.44, 0.43, -1.15, -1.25, -1.39, 0.89, 0.40, -0.22, 0.47, 0.41, 0.29, 0.55, 0.56, 0.53, 0.38, 0.32, 0.30, 0.32, 0.27, 0.37, 0.31, 0.52, 0.28, 0.57],
  "total_energy_ev": -17263.587,
  "total_charge": 1,
  "relative_energy_kcal_mol": 182.4,
  "multiplicity": 1,
  "largest_force_ev_per_a": 6.257
}